A molecular structure, C33H52BLuN8O3S4 at a distorted geometry, computed with ωB97M-V/def2-TZVPD.

XYZ file:
```
102
Properties=species:S:1:pos:R:3:forces:R:3:lowdin_charge:R:1
Lu 0.423 2.765 1.645 -0.152 -0.146 -2.007 1.169
C -3.291 -0.863 2.703 -0.117 0.007 0.092 -0.048
C -2.105 -1.370 1.967 0.314 -0.221 -0.168 -0.231
C -1.681 -2.660 2.043 0.052 0.297 -0.132 0.085
C -0.528 -3.091 1.329 -0.043 0.235 -0.011 -0.195
N 0.119 -2.278 0.542 0.140 -0.016 -0.077 0.202
N -0.305 -0.998 0.445 -0.434 -0.189 0.324 0.045
B 0.444 -0.153 -0.565 -0.098 -0.008 0.168 -0.695
N 1.873 0.224 -0.203 0.457 0.296 0.149 0.135
N 1.745 -0.700 -1.168 0.466 -0.200 -0.207 0.240
C 2.723 -1.052 -1.962 -0.048 0.020 0.083 -0.092
C 4.003 -0.537 -1.607 -0.141 0.091 0.142 0.112
C 4.177 0.358 -0.589 -0.150 -0.217 -0.204 -0.207
C 5.502 0.914 -0.232 0.162 0.011 -0.019 -0.044
C 3.016 0.845 0.121 -0.426 -0.095 0.004 -0.660
S 3.089 2.077 1.250 -0.088 0.192 0.117 0.747
C 2.416 -1.864 -3.196 0.024 -0.129 -0.012 -0.521
C 3.699 -2.322 -3.887 -0.075 0.019 0.010 -0.038
C 1.568 -3.080 -2.823 -0.015 0.014 0.015 -0.020
C 1.624 -0.939 -4.133 0.036 -0.018 -0.038 -0.006
N -0.413 0.590 -1.546 -0.317 0.348 -0.470 -0.006
N -1.251 -0.318 -2.094 -0.020 -0.058 0.056 0.185
C -2.054 0.059 -3.046 0.153 0.052 0.192 -0.199
C -2.040 1.402 -3.508 0.250 0.186 0.200 0.092
C -1.191 2.321 -2.966 -0.134 -0.412 0.009 -0.224
C -1.144 3.738 -3.407 -0.025 0.140 -0.037 -0.048
C -0.330 1.882 -1.905 0.048 -0.209 -0.069 -0.609
S 0.784 2.937 -1.169 -0.086 0.064 0.281 0.647
C -2.976 -0.974 -3.648 -0.004 -0.103 -0.003 -0.548
C -2.830 -2.316 -2.934 -0.021 0.043 -0.110 -0.045
C -2.608 -1.136 -5.128 -0.018 -0.039 0.040 -0.022
C -4.421 -0.481 -3.519 -0.002 -0.023 -0.012 -0.026
C -1.332 -0.481 1.147 0.127 -0.088 0.042 -0.573
S -1.723 1.174 1.084 -0.063 0.292 -0.159 0.745
C -0.022 -4.504 1.502 0.079 -0.084 -0.030 -0.552
C 1.144 -4.797 0.567 -0.010 -0.020 0.042 -0.053
C -1.163 -5.484 1.203 0.044 -0.010 -0.009 -0.027
C 0.437 -4.664 2.957 -0.008 -0.023 -0.048 -0.026
H -3.711 -1.641 3.334 -0.033 -0.019 0.020 0.095
H -4.053 -0.526 2.001 -0.050 0.044 -0.016 0.096
H -3.023 0.000 3.311 -0.013 0.026 0.034 0.072
H -2.212 -3.367 2.662 -0.057 -0.058 0.071 0.131
H 4.860 -0.851 -2.182 0.043 -0.030 -0.037 0.129
H 6.295 0.422 -0.785 0.070 -0.017 -0.032 0.096
H 5.680 0.808 0.838 0.027 0.000 0.036 0.093
H 5.520 1.983 -0.445 0.020 0.049 0.007 0.101
H 4.311 -2.941 -3.236 0.076 -0.066 0.079 0.099
H 4.293 -1.483 -4.241 0.076 0.088 -0.055 0.093
H 3.435 -2.920 -4.756 -0.025 -0.034 -0.050 0.101
H 2.129 -3.758 -2.183 0.016 -0.063 0.051 0.087
H 1.296 -3.617 -3.731 -0.019 -0.021 -0.033 0.103
H 0.655 -2.790 -2.306 -0.068 0.007 0.039 0.065
H 2.155 -0.006 -4.322 0.050 0.075 -0.026 0.102
H 0.644 -0.713 -3.719 -0.083 0.030 0.030 0.063
H 1.481 -1.442 -5.087 -0.023 -0.044 -0.090 0.101
H -2.716 1.693 -4.296 -0.072 0.062 -0.100 0.132
H -1.829 3.905 -4.232 -0.047 0.033 -0.055 0.093
H -0.135 4.009 -3.713 0.041 0.041 -0.024 0.087
H -1.409 4.395 -2.577 0.007 0.036 0.005 0.087
H -1.816 -2.700 -3.010 0.095 -0.039 -0.005 0.071
H -3.503 -3.037 -3.392 -0.063 -0.061 -0.048 0.096
H -3.084 -2.233 -1.881 -0.033 0.011 0.159 0.081
H -1.585 -1.492 -5.241 0.083 -0.032 -0.008 0.084
H -2.708 -0.203 -5.677 -0.014 0.108 -0.072 0.086
H -3.272 -1.863 -5.589 -0.060 -0.072 -0.054 0.098
H -4.685 -0.304 -2.477 -0.024 0.012 0.080 0.095
H -5.097 -1.236 -3.916 -0.047 -0.040 -0.029 0.097
H -4.594 0.436 -4.078 -0.019 0.076 -0.035 0.084
H 0.817 -4.787 -0.469 -0.014 0.034 -0.164 0.073
H 1.539 -5.786 0.787 0.020 -0.085 0.018 0.097
H 1.947 -4.074 0.684 0.083 0.063 0.006 0.080
H -1.590 -5.304 0.217 -0.023 0.006 -0.077 0.095
H -1.959 -5.431 1.940 -0.104 0.012 0.072 0.083
H -0.775 -6.499 1.219 0.025 -0.105 0.013 0.098
H 1.274 -4.003 3.179 0.072 0.056 0.016 0.089
H 0.766 -5.688 3.123 0.030 -0.081 0.021 0.098
H -0.363 -4.458 3.665 -0.080 0.022 0.076 0.084
C 2.291 1.106 5.075 -0.080 0.008 -0.133 0.007
C 0.897 1.166 4.485 -0.049 -0.020 0.257 -0.487
C -0.170 0.531 5.358 0.114 0.065 -0.185 0.013
O 0.878 0.563 3.145 -0.209 0.051 0.165 -0.101
C 0.515 2.563 3.976 -0.023 -0.490 1.086 -0.645
O 1.420 3.289 3.495 0.607 0.416 0.386 -0.115
O -0.683 2.746 3.624 -0.284 0.077 0.251 -0.122
H 2.548 0.075 5.317 0.004 -0.058 -0.005 0.100
H 2.331 1.678 5.999 0.008 0.054 0.085 0.108
H 3.025 1.511 4.380 -0.040 -0.006 0.029 0.079
H 0.068 -0.519 5.525 0.034 -0.083 -0.004 0.097
H -1.147 0.610 4.888 -0.008 0.013 -0.013 0.079
H -0.204 1.017 6.328 -0.009 0.079 0.114 0.106
H 1.262 -0.318 3.196 0.158 -0.034 -0.088 0.120
C -1.413 8.413 3.020 -0.044 0.140 0.166 -0.045
N -1.095 7.404 2.034 -0.007 -0.010 -0.113 -0.043
C -1.008 6.108 2.272 -0.046 -0.102 -0.035 -0.807
N -1.212 5.630 3.490 0.003 0.132 0.158 0.161
S -0.665 5.095 0.917 0.219 -0.313 -0.113 0.579
H -1.245 9.390 2.577 -0.041 0.005 0.025 0.100
H -0.755 8.323 3.884 -0.007 0.021 0.031 0.096
H -2.456 8.343 3.334 0.019 0.023 0.032 0.101
H -0.962 7.687 1.075 0.032 -0.044 0.037 0.128
H -1.470 6.232 4.256 0.049 -0.030 -0.044 0.118
H -1.107 4.635 3.661 -0.116 0.082 -0.050 0.066
```
Forces are in eV/Å.

For the highest occupied orbital energy, the calculation gives -13.4 eV. As for the HOMO-LUMO gap: 0.2834 Ha. Its energy relative to the best compared isomer or geometry (same formula, charge and spin) is 0.0 kJ/mol. As for the LUMO energy: -5.68 eV. The charge is +2.